No. 1
The following is a quantum chemistry calculation of a molecular structure, C11H32CuN2O5P2 in a non-equilibrium geometry, from the Open Molecules 2025 dataset.

## Properties
HOMO (alpha / beta), eV: -5.26 / -5.96
Expectation value of S²: 0.763
Net charge: 0
Orbital gap (alpha / beta), eV: 5.72 / 6.42
ΔE to the lowest compared entry with this formula, charge and spin, kJ/mol: 0.00
Multiplicity: 2

Each line ends with the natural charge from an NBO analysis.
Positions of all 53 atoms, in Å:
O (2.493346, 1.706826, -1.625349)  -0.787
H (2.625002, 2.194946, -2.453870)  0.487
Cu (0.658833, 0.608330, 0.255116)  0.806
N (-1.125430, 0.175108, -0.742124)  -0.364
N (1.086365, -0.823325, -1.184563)  -0.409
O (-2.378928, 0.789981, -0.484693)  -0.634
O (2.398837, -0.866881, -1.630252)  -0.647
C (-1.104005, -0.566289, -1.847291)  0.099
C (0.181274, -1.114522, -2.131099)  0.104
C (-2.263028, -0.761822, -2.759909)  -0.671
C (0.497889, -1.825386, -3.395794)  -0.671
H (-3.141118, -0.209357, -2.409711)  0.227
H (-2.518026, -1.828815, -2.835245)  0.218
H (-2.016210, -0.409292, -3.771858)  0.225
H (1.538361, -2.165403, -3.386035)  0.246
H (0.350229, -1.167992, -4.265885)  0.212
H (-0.162659, -2.692549, -3.525064)  0.212
H (-2.948848, 0.020137, -0.278411)  0.456
H (2.598945, 0.128021, -1.738831)  0.491
O (0.573691, -3.029583, 0.810066)  -0.972
H (0.622482, -2.590534, -0.062760)  0.506
H (0.640922, -3.985811, 0.651437)  0.471
C (1.147048, 2.256028, -0.926100)  -0.363
H (1.218579, 2.224040, 0.191600)  0.187
H (0.259828, 1.932498, -1.487467)  0.260
H (1.227085, 3.330712, -1.133952)  0.209
O (-2.952083, 3.645475, -1.402071)  -0.958
H (-2.835527, 2.786121, -0.952581)  0.493
H (-2.833998, 4.302731, -0.696891)  0.460
C (-0.513396, -1.237731, 3.044566)  -0.946
P (-0.286954, 0.432297, 2.335777)  0.806
C (-1.916156, 1.190938, 2.599881)  -0.947
C (0.802984, 1.199972, 3.622431)  -0.717
C (2.287812, 0.959967, 3.306254)  -0.718
P (2.519227, 0.269259, 1.607873)  0.780
C (4.023887, 1.072191, 0.988499)  -0.960
C (3.000694, -1.462483, 1.888411)  -0.969
H (-1.103081, -1.834592, 2.338914)  0.256
H (-1.040211, -1.156113, 4.005517)  0.212
H (0.443928, -1.749105, 3.194562)  0.244
H (-2.030770, 1.492094, 3.650115)  0.216
H (-2.027539, 2.071604, 1.955564)  0.241
H (-2.700271, 0.466297, 2.344021)  0.239
H (0.575375, 2.275825, 3.626850)  0.229
H (0.517730, 0.786669, 4.599903)  0.223
H (2.849702, 1.903549, 3.339591)  0.232
H (2.749482, 0.265203, 4.021655)  0.226
H (4.847149, 0.347185, 1.000622)  0.229
H (3.852706, 1.422345, -0.038255)  0.267
H (4.275033, 1.924962, 1.631934)  0.220
H (2.190152, -2.152471, 1.598259)  0.289
H (3.878388, -1.658955, 1.259570)  0.241
H (3.262871, -1.605403, 2.945371)  0.211

Forces on atoms 1 to 2 (eV/Å):
O -2.272 1.388 1.062
H -0.318 -0.028 0.349

No. 2
The following is a quantum chemistry calculation of a molecular structure, C30H32HfN8S4 in a non-equilibrium geometry, from the Open Molecules 2025 dataset.

## Properties
HOMO, eV: -17.81
Net charge: +4
Orbital gap, eV: 5.55
ΔE to the lowest compared entry with this formula, charge and spin, kJ/mol: 72.90
Multiplicity: 1

Each line ends with the Löwdin charge.
Positions of all 75 atoms, in Å:
Hf (10.976116, 12.465929, 11.624623)  1.012
C (14.047802, 13.789809, 14.748909)  0.053
C (13.275738, 13.029329, 13.690644)  -0.199
N (12.032836, 13.243057, 13.474245)  -0.122
N (11.445759, 14.313672, 14.188787)  0.014
C (10.747928, 15.187067, 13.456414)  -0.714
N (10.055515, 16.109553, 14.053713)  0.214
S (10.918707, 15.052194, 11.729843)  0.709
C (13.898830, 12.049216, 12.804098)  -0.172
C (15.174688, 11.515854, 13.029385)  0.065
C (15.685658, 10.534264, 12.190768)  0.033
C (14.916409, 10.123713, 11.123434)  0.030
C (13.635670, 10.685914, 10.907102)  -0.047
N (13.111399, 11.636905, 11.739186)  -0.034
H (13.728126, 14.837632, 14.719468)  0.109
H (15.101604, 13.703009, 14.619340)  0.084
H (13.815010, 13.435874, 15.763409)  0.131
H (11.177523, 14.148996, 15.153306)  0.189
H (10.117963, 16.269846, 15.056707)  0.165
H (9.475656, 16.748267, 13.520356)  0.104
H (15.768102, 11.878671, 13.852145)  0.134
H (16.680382, 10.077556, 12.408976)  0.168
H (15.319164, 9.398953, 10.431543)  0.137
H (13.000138, 10.387629, 10.098715)  0.092
S (11.338147, 13.046236, 9.132363)  0.666
C (10.019710, 14.098638, 8.751299)  -0.586
N (10.132639, 14.949738, 7.794016)  -0.045
C (9.133590, 16.011425, 7.632868)  -0.052
C (7.750223, 15.524574, 7.992211)  -0.067
N (7.736985, 14.798376, 9.256234)  -0.048
C (6.505015, 14.899350, 10.085911)  -0.089
C (6.687828, 15.811376, 11.274763)  -0.218
C (7.191904, 17.100692, 11.114307)  -0.026
C (7.415486, 17.911492, 12.212905)  -0.054
C (7.047491, 17.432421, 13.470744)  -0.082
C (6.502251, 16.161598, 13.622098)  -0.066
C (6.389020, 15.333004, 12.540327)  -0.052
C (8.758136, 14.039467, 9.633648)  -0.593
S (8.573835, 12.878953, 10.880295)  0.681
C (11.298478, 15.094130, 6.896113)  -0.081
C (11.904961, 16.454693, 7.164856)  -0.247
C (11.830610, 17.480007, 6.231384)  -0.030
C (12.367493, 18.733592, 6.500023)  -0.029
C (13.053274, 18.924708, 7.689047)  -0.040
C (13.208707, 17.884466, 8.614454)  -0.051
C (12.634641, 16.644549, 8.347865)  -0.052
H (9.097651, 16.331114, 6.584589)  0.163
H (9.389453, 16.847084, 8.236605)  0.142
H (7.322752, 14.871469, 7.216143)  0.170
H (7.119144, 16.381937, 8.093028)  0.136
H (6.192447, 13.895899, 10.450444)  0.115
H (5.689064, 15.213581, 9.409536)  0.159
H (7.366923, 17.465975, 10.118359)  0.109
H (7.811784, 18.904127, 12.115491)  0.120
H (7.134054, 18.031480, 14.371662)  0.124
H (6.201747, 15.803068, 14.616867)  0.132
H (5.970025, 14.337013, 12.684162)  0.127
H (10.938968, 15.048525, 5.835767)  0.166
H (12.061580, 14.321143, 7.066617)  0.100
H (11.383095, 17.253969, 5.285870)  0.118
H (12.228017, 19.502925, 5.756601)  0.125
H (13.473134, 19.908154, 7.909481)  0.127
H (13.746566, 18.043252, 9.558004)  0.118
H (12.721320, 15.849010, 9.085399)  0.083
S (9.833464, 10.651550, 13.193356)  0.709
C (9.753813, 9.754493, 11.745657)  -0.787
N (9.125666, 8.553534, 11.716211)  0.134
C (9.126965, 7.782061, 10.625642)  0.046
C (9.756959, 8.238570, 9.497694)  0.048
C (10.372455, 9.483673, 9.583424)  -0.053
N (10.384775, 10.231165, 10.675806)  -0.073
H (8.655800, 8.273230, 12.586253)  0.192
H (8.607717, 6.814208, 10.731577)  0.183
H (9.807513, 7.676682, 8.584871)  0.142
H (10.889221, 9.871171, 8.716983)  0.130

Forces on atoms 1 to 2 (eV/Å):
Hf -0.064 -0.297 -0.141
C -1.035 -0.213 -0.209

No. 3
The following is a quantum chemistry calculation of a single C2H4Cl2 molecule in a non-equilibrium geometry, from the Open Molecules 2025 dataset.

## Properties
HOMO, eV: -10.83
Net charge: 0
SMILES: ClCCCl
Orbital gap, eV: 11.74
ΔE to the lowest compared entry with this formula, charge and spin, kJ/mol: 13.70
Multiplicity: 1

Each line ends with the natural charge from an NBO analysis.
Positions of all 8 atoms, in Å:
Cl (-1.541080, 0.035175, 1.389653)  -0.067
C (-0.640593, -0.400455, -0.107003)  -0.383
C (0.619029, 0.390901, -0.181034)  -0.376
Cl (1.760759, 0.105990, 1.197581)  -0.065
H (-1.304215, -0.251948, -0.958851)  0.229
H (-0.362308, -1.454044, -0.082535)  0.219
H (0.352408, 1.447110, -0.143173)  0.221
H (1.116000, 0.127272, -1.114638)  0.222

Forces on atoms 1 to 2 (eV/Å):
Cl -0.051 -0.267 -0.380
C -0.057 -0.791 0.736

No. 4
The following is a quantum chemistry calculation of a molecular structure, N2O5S in a non-equilibrium geometry, from the Open Molecules 2025 dataset.

## Properties
HOMO (alpha / beta), eV: -9.79 / -10.20
Net charge: 0
Orbital gap (alpha / beta), eV: 7.18 / 8.18
ΔE to the lowest compared entry with this formula, charge and spin, kJ/mol: 208.20
Multiplicity: 1

Each line ends with the natural charge from an NBO analysis.
Positions of all 8 atoms, in Å:
N (-1.072628, -0.563589, -1.564563)  0.690
N (0.860144, 0.758141, 1.488272)  0.405
O (-1.822054, 0.266853, -1.284497)  -0.221
O (1.632778, 1.333582, 2.206040)  -0.352
O (-1.231066, -1.683616, -1.858530)  -0.242
O (-0.334444, 0.701116, 1.442461)  -0.325
O (0.324276, -0.740825, -0.493161)  -0.702
S (1.642993, -0.071662, 0.063978)  0.747

Forces on atoms 1 to 2 (eV/Å):
N -0.940 -1.596 1.099
N 0.114 -0.006 -1.524